Entry 1:
44
Properties=species:S:1:pos:R:3 method="wB97M-V/def2-TZVPD" homo_energy_ev=-11.7 smiles="CCOC(=O)[C@@H]([C@H](OC)c1ccc(C)cc1)[n+]1ccccc1" spin_multiplicity=1 max_force_ha_per_bohr=0.042 de_lowest_ev=0.237 orbital_gap_ev=7.46 charge=+1
C 4.72767 2.39122 1.46448
C 4.09326 1.11690 1.00970
O 2.65415 1.28960 1.23210
C 2.02121 0.12773 1.06293
O 2.63530 -0.93478 0.99019
C 0.53268 0.18301 0.82549
C 0.42932 -0.05806 -0.69504
O 1.24209 0.89694 -1.35234
C 2.35938 0.35150 -2.05781
C -0.97141 0.15102 -1.22457
C -1.78729 -0.94730 -1.51426
C -3.07085 -0.73053 -2.02428
C -3.54110 0.57419 -2.22981
C -4.96401 0.76916 -2.65154
C -2.67184 1.65461 -2.03384
C -1.40199 1.45242 -1.50271
N -0.11315 -0.86525 1.65531
C 0.25344 -2.16455 1.47098
C -0.41148 -3.18406 2.12016
C -1.47632 -2.89872 2.96371
C -1.84049 -1.56370 3.13215
C -1.15286 -0.56091 2.47482
H 5.77861 2.40339 1.18352
H 4.24119 3.25740 1.01640
H 4.67188 2.46530 2.55068
H 4.24314 0.94579 -0.06198
H 4.44594 0.25626 1.58591
H 0.12785 1.16532 1.08431
H 0.75245 -1.10296 -0.84495
H 3.05778 1.18282 -2.20296
H 2.83466 -0.45664 -1.47613
H 2.02349 -0.03719 -3.02976
H -1.39354 -1.94976 -1.33926
H -3.69374 -1.58540 -2.28836
H -5.19020 1.83040 -2.78230
H -5.15950 0.24906 -3.59450
H -5.64738 0.35724 -1.89748
H -2.97566 2.66486 -2.31317
H -0.71699 2.28820 -1.34128
H 1.13555 -2.32900 0.86008
H -0.04691 -4.18786 1.93885
H -1.99576 -3.69389 3.48990
H -2.65944 -1.27511 3.78327
H -1.37912 0.50138 2.56341

---

Entry 2:
44
Properties=species:S:1:pos:R:3 method="wB97M-V/def2-TZVPD" homo_energy_ev=-8.2 smiles="CC(C)(OO[C@H]1C=CC=C[C@@]12OC2(C)C)Oc1ccccc1" spin_multiplicity=1 max_force_ha_per_bohr=0.072 de_lowest_ev=4.833 orbital_gap_ev=7.95
C 0.92811 0.27045 -2.52460
C 0.00125 -0.67008 -1.73605
C -1.46063 -0.61091 -2.15991
O 0.04807 -0.37599 -0.30622
O 1.26690 0.36672 0.03428
C 1.15767 1.26500 1.38603
C 2.56225 1.65401 1.69811
C 3.02284 2.93543 1.58783
C 2.15752 3.93614 1.10944
C 0.83702 3.67125 0.80680
C 0.22395 2.40318 1.02623
O -0.91098 2.08852 0.15931
C -1.27223 2.35412 1.49236
C -1.88685 3.68835 1.73653
C -1.70952 1.20747 2.35160
O 0.65738 -1.95367 -1.93834
C 0.09241 -3.13856 -1.53960
C 0.46773 -4.29214 -2.25340
C 0.21708 -5.55359 -1.71288
C -0.42732 -5.66737 -0.47973
C -0.86598 -4.51612 0.17524
C -0.66343 -3.23979 -0.36634
H 1.96359 0.04268 -2.19594
H 0.85719 -0.01953 -3.59942
H 0.61966 1.32377 -2.38911
H -2.02534 -1.36374 -1.60542
H -1.83155 0.38091 -1.89934
H -1.56703 -0.77815 -3.24097
H 0.78445 0.50531 2.03020
H 3.16203 0.90213 2.17506
H 4.02290 3.23359 1.93082
H 2.50990 4.97225 1.05036
H 0.22508 4.40911 0.29492
H -2.67590 3.58602 2.47703
H -1.16707 4.44042 2.05871
H -2.35776 4.06163 0.82701
H -2.51740 1.56520 3.00057
H -2.13949 0.38830 1.76666
H -0.93095 0.76930 2.99193
H 1.00909 -4.19294 -3.18458
H 0.53665 -6.43462 -2.26737
H -0.55853 -6.66835 -0.03612
H -1.37816 -4.60308 1.12557
H -0.98462 -2.34262 0.14279

---

Entry 3:
45
Properties=species:S:1:pos:R:3 method="wB97M-V/def2-TZVPD" homo_energy_ev=-8.2 smiles="CCOC(=O)CCc1c(C)c2ccc(OCC)c(C)c2oc1=O" spin_multiplicity=1 max_force_ha_per_bohr=0.019 de_lowest_ev=0.156 orbital_gap_ev=8.53
C -3.84413 3.36830 5.08167
C -2.51011 3.92674 4.60860
O -1.98116 3.16009 3.52522
C -2.45230 3.43035 2.30275
O -3.24084 4.30690 2.06734
C -1.83390 2.53586 1.25063
C -1.59268 1.10276 1.74116
C -0.92608 0.27976 0.67505
C 0.40246 0.30057 0.39496
C 1.37776 1.14540 1.15595
C 0.90877 -0.51893 -0.68104
C 2.25195 -0.56409 -1.06415
C 2.67509 -1.36414 -2.10007
C 1.76388 -2.15554 -2.80297
O 2.07055 -2.96149 -3.84948
C 3.41778 -3.15612 -4.23161
C 4.16342 -4.09863 -3.29145
C 0.40904 -2.13275 -2.45277
C -0.56659 -2.97586 -3.21226
C 0.00086 -1.31573 -1.39987
O -1.31870 -1.32124 -1.09405
C -1.84068 -0.56138 -0.09396
O -3.03166 -0.63618 0.09981
H -3.73773 2.32193 5.35772
H -4.58154 3.45069 4.28716
H -4.19046 3.93115 5.94365
H -1.75433 3.86506 5.39457
H -2.62819 4.96560 4.28337
H -2.49530 2.53357 0.38340
H -0.88814 2.99613 0.95143
H -0.99915 1.11884 2.65483
H -2.55721 0.64294 1.96261
H 0.90266 1.66472 1.98032
H 2.17720 0.52250 1.55439
H 1.82440 1.88503 0.49236
H 2.97950 0.03763 -0.54469
H 3.72121 -1.36179 -2.36083
H 3.94062 -2.19629 -4.32164
H 3.35102 -3.60368 -5.22720
H 5.17273 -4.26024 -3.65951
H 4.21482 -3.68714 -2.28636
H 3.64770 -5.05433 -3.24421
H -0.24445 -4.01543 -3.20060
H -1.55722 -2.89515 -2.77770
H -0.60087 -2.65636 -4.25253

---

Entry 4:
71
Properties=species:S:1:pos:R:3 method="wB97M-V/def2-TZVPD" homo_energy_ev=-9.1 spin_multiplicity=1 max_force_ha_per_bohr=0.139 orbital_gap_ev=1.39 charge=+1
F -2.54102 2.85353 -4.14141
C -2.09949 2.14583 -3.03223
N -1.52402 2.67204 -1.82685
C -1.23909 1.58496 -0.88893
C -1.70082 0.35977 -1.70029
N -1.67627 -1.10683 -1.38876
C -0.68608 -1.54908 -2.14788
S 0.47609 -2.08926 -3.23295
N -2.22412 0.69529 -3.03746
H -1.35211 3.67778 -1.66807
H -0.79928 1.57333 0.16658
H -2.59283 0.06401 -3.76112
C 1.54133 1.78508 -3.08186
O 2.80895 2.41917 -3.13872
C 2.97352 3.40327 -2.23803
O 2.15200 3.76452 -1.42231
O 4.20212 3.91336 -2.39894
C 4.51802 4.97616 -1.50235
H 1.51998 1.01009 -3.85033
H 1.39150 1.31025 -2.10753
H 0.74177 2.50014 -3.29157
H 4.48699 4.62920 -0.46641
H 3.83828 5.81887 -1.64862
H 5.53261 5.30895 -1.72423
C -0.09824 0.67421 3.66363
C -0.97914 0.77119 4.89958
O -1.85562 1.87198 4.64734
S -2.15350 1.95443 3.05433
O -3.40561 1.30155 2.79665
O -1.86096 3.28166 2.60600
O -0.96036 0.96873 2.56285
H 0.69658 1.42423 3.68396
H 0.34292 -0.31656 3.54797
H -0.40187 0.93911 5.80909
H -1.59172 -0.12612 5.01813
C -5.66109 -4.42005 3.44098
C -4.58449 -5.23470 3.08836
C -3.28174 -4.83071 3.36932
C -3.06696 -3.60766 4.01042
C -4.13882 -2.78595 4.35922
C -5.43920 -3.19694 4.07086
N -1.70145 -3.19206 4.32899
O -0.78710 -3.93435 3.98882
O -1.55349 -2.13180 4.91898
H -6.67816 -4.74070 3.22405
H -4.76299 -6.18713 2.59503
H -2.45218 -5.47493 3.08701
H -3.98069 -1.83225 4.85266
H -6.27968 -2.56561 4.34025
C 2.75088 2.19237 1.81574
O 2.76840 1.46450 2.92090
H 3.50796 1.94932 1.04134
H 1.82258 2.17426 1.21333
H 2.91214 3.28198 1.92746
C 6.12859 1.91597 -7.16625
F 5.93699 2.74588 -8.22016
F 6.16788 0.66139 -7.68006
F 7.37883 2.17265 -6.71032
S 4.82867 2.11392 -5.85060
O 3.56266 1.80247 -6.50989
O 4.92730 3.50327 -5.41810
O 5.18668 1.15631 -4.80738
Be -6.29739 -6.72448 4.58088
Br -1.39000 -3.87665 -3.12619
Ca -3.44986 -7.12423 5.12423
C 0.95260 -4.82414 -0.41363
Cl 2.36473 -5.84991 -0.13551
Cl 1.09372 -3.93126 -1.93830
H 0.06134 -5.45153 -0.45341
H 0.86644 -4.11078 0.40558
F -3.16394 4.37682 -3.05886